a) Computed, not measured: 2 unconnected molecules or ions with the total composition C7H14N2, with wB97M-V/def2-TZVPD.

Geometry (Å):
H1 0.7918 2.2966 1.1598
N1 0.1917 2.2141 -0.8842
H2 -0.9622 1.6466 -2.5737
C1 2.0909 -1.6432 -1.1604
C2 0.0968 1.8996 0.4460
H3 3.1310 -1.3354 -1.2958
H4 -0.7258 0.5952 2.6059
H5 1.5345 -0.7437 -0.9062
H6 -1.4888 -1.5642 0.6313
H7 -1.7052 -1.8393 2.3983
H8 1.1849 -3.4830 -0.4987
H9 1.8060 -1.9790 -2.1614
H10 0.6332 3.0221 -1.2873
H11 -0.0828 -1.5285 1.7834
C3 -1.2850 0.2123 1.7573
C4 -0.7175 1.4508 -1.5435
N2 -1.3222 0.6316 -0.7300
H12 -2.3361 0.4337 1.9358
C5 1.9325 -2.7756 -0.1401
H13 2.8459 -3.3551 -0.1118
C6 -0.8101 0.8769 0.5096
C7 -1.1373 -1.3302 1.6249
H14 1.5651 -2.4522 0.8254

Summary:
Highest occupied orbital energy ... -8.62 eV
SMILES ... CCc1c[nH]cn1.CC

b) Computed, not measured: 2 unconnected molecules or ions with the total composition C7H14N2, with wB97M-V/def2-TZVPD.

Geometry (Å):
H1 -1.4727 -0.9432 -3.3050
N1 -2.5494 1.0154 -0.8165
C1 -2.1549 -0.1281 -1.4550
H2 2.2919 1.8575 0.1412
H3 0.9564 1.5295 1.3463
H4 1.6258 -1.0047 0.2547
H5 -0.8162 -0.4845 1.3626
H6 -2.4640 0.5358 -3.4253
C2 2.2059 -0.2253 0.7476
C3 -1.4036 -0.8753 -0.6037
H7 -2.0872 1.7228 1.1493
C4 2.4820 -0.5614 2.2192
H8 -0.8000 -1.7354 -0.8558
C5 1.5528 1.1466 0.5179
H9 2.2534 0.2895 2.8700
H10 0.8531 1.0506 -0.3186
H11 3.5201 -0.8196 2.3945
N2 -1.3817 -0.1965 0.5837
C6 -2.3370 -0.4211 -2.9145
H12 3.1563 -0.2871 0.2140
H13 1.8517 -1.3935 2.5488
H14 -3.2308 -1.0389 -3.0380
C7 -2.0520 0.9670 0.3824

Summary:
Highest occupied orbital energy ... -8.57 eV
SMILES ... Cc1c[nH]cn1.CCC

Stability check: which of them is least stable? b).

a) Computed, not measured: C7H14N2 in the gas phase, with wB97M-V/def2-TZVPD.

Geometry (Å):
H1 2.1948 -2.2286 -0.1551
H2 -1.0512 -2.2298 0.2142
C1 1.7608 -1.5834 0.6169
H3 -0.7291 1.6420 -1.7097
H4 2.5710 1.2209 -1.3451
H5 -1.7735 0.8310 2.4076
C2 -1.5870 -0.1778 0.6953
C3 -0.1683 0.7123 -1.8499
H6 -0.8719 -0.0895 -2.0868
N1 -1.2932 0.9172 1.5159
H7 -0.2960 1.0118 1.6743
H8 1.5202 2.3632 -0.4969
C4 0.6875 0.3985 -0.6433
C5 0.6092 -0.8066 0.0425
H9 1.4550 -2.2177 1.4536
C6 1.8699 1.3234 -0.5101
H10 -3.2257 -1.0270 -0.1211
C7 -0.7141 -1.2064 0.3696
N2 -2.9420 -0.3902 0.6109
H11 2.5625 -0.9472 1.0009
H12 -3.4692 0.4736 0.6377
H13 0.4636 0.8462 -2.7382
H14 2.4268 1.1643 0.4167

Summary:
Highest occupied orbital energy ... -6.88 eV
SMILES ... CC(C)=C(C)C=C(N)N

b) Computed, not measured: 2 unconnected molecules or ions with the total composition C7H14N2, with wB97M-V/def2-TZVPD.

Geometry (Å):
H1 1.3206 1.5977 -3.2803
N1 0.8742 -1.2358 1.0079
C1 1.1038 1.2143 -2.2842
H2 -0.1697 1.9559 -0.6238
H3 -1.8735 -2.2789 -0.4934
C2 -0.8571 0.8879 2.3072
C3 0.4675 2.3099 -1.4283
H4 -1.4865 -1.0920 2.8166
H5 0.3849 -3.1614 -1.4275
H6 2.0582 0.9279 -1.8499
C4 -0.4968 -1.2085 0.8990
H7 2.3236 -2.2489 -0.1703
H8 -0.1174 3.0140 -2.0275
C5 1.2929 -2.0609 0.0840
N2 0.2591 -2.5921 -0.6083
H9 -1.7079 1.5363 2.5087
H10 -0.2046 0.8264 3.1775
C6 -1.3529 -0.5175 1.8988
H11 0.4684 0.3332 -2.3897
H12 -2.3515 -0.4006 1.4716
H13 -0.2918 1.3142 1.4820
H14 1.2503 2.9086 -0.9532
C7 -0.8936 -2.0297 -0.1168

Summary:
Highest occupied orbital energy ... -8.62 eV
SMILES ... CCc1c[nH]cn1.CC

c) Computed, not measured: C7H14N2 in the gas phase, with wB97M-V/def2-TZVPD.

Geometry (Å):
H1 -4.3883 -0.9088 -0.5350
H2 -0.7978 -1.1754 0.9118
C1 3.9738 -0.1413 0.4552
H3 4.9559 -0.7544 0.5280
H4 -3.1283 0.9154 0.5345
C2 -3.3410 -1.1014 -0.3629
C3 1.6475 -0.5426 -0.4092
C4 -1.1781 -0.2503 0.4395
H5 1.0463 -1.1929 -1.0151
H6 -2.9499 -1.0160 -1.4732
C5 -0.2333 0.6836 0.1316
H7 3.2368 -1.8464 -0.4903
C6 -0.5822 2.1211 -0.3987
N1 1.1779 0.4967 0.1051
H8 -3.2153 -2.2815 -0.0855
H9 -1.5814 2.5181 0.0643
H10 -2.8348 -0.5690 1.5199
N2 3.0847 -0.7537 -0.4595
H11 3.4515 0.0918 1.5217
H12 -0.5336 2.0949 -1.5142
C7 -2.5989 -0.1419 0.5796
H13 0.3275 2.7751 0.0131
H14 4.4610 0.9790 -0.0608

Summary:
Highest occupied orbital energy ... -8.22 eV
SMILES ... CC/C=C(C)/N=C/NC

d) Computed, not measured: 2 unconnected molecules or ions with the total composition C7H14N2, with wB97M-V/def2-TZVPD.

Geometry (Å):
H1 -0.8399 -1.9632 -0.6642
H2 -2.3262 3.5927 -0.3833
C1 0.2456 -2.0816 -0.7263
C2 -0.9102 1.9564 -0.7333
C3 0.3254 1.4888 2.5931
C4 -0.3344 1.8573 1.3016
H3 -0.0465 -4.2005 -0.3266
N1 -1.5382 2.9957 -0.1563
C5 -1.1771 2.9321 1.1929
H4 -0.0721 0.5655 3.0066
N2 -0.1652 1.2478 0.0739
H5 0.3587 -0.2976 -1.9493
H6 0.6448 -1.7706 -2.8484
H7 1.6848 -3.6821 -0.3518
H8 1.8893 -1.1685 -1.8175
H9 -0.9109 1.7122 -1.7805
C6 0.8066 -1.2837 -1.8825
H10 0.5720 -1.7754 0.2688
H11 -1.2793 3.5946 2.0323
H12 0.1409 2.2826 3.3191
H13 1.4077 1.4316 2.4718
H14 0.8249 -3.8674 -1.8404
C7 0.6995 -3.5665 -0.7997

Summary:
Highest occupied orbital energy ... -8.68 eV
SMILES ... Cc1c[nH]cn1.CCC

Stability check: which of them is least stable? c).

a) Computed, not measured: a molecular structure, C7H14N2, with wB97M-V/def2-TZVPD.

Geometry (Å):
H1 2.4926 2.0520 -0.6352
C1 2.7283 1.6350 0.3453
H2 -3.2724 -1.6301 0.0725
H3 -1.6096 -2.1374 0.3908
H4 -0.1298 0.8700 1.3638
C2 -2.6232 1.0245 0.0783
H5 -2.4872 -1.1315 1.5783
H6 1.3356 -0.6257 -2.3799
C3 0.6002 -0.2584 -0.4494
H7 -0.3187 -1.2302 -2.0367
H8 -2.7041 1.2957 1.1486
C4 -0.0450 0.2435 0.5007
H9 1.1178 -2.0851 -1.4153
H10 -3.6503 0.8558 -0.2798
H11 -2.2272 1.8835 -0.4670
C5 2.3371 0.1943 0.3992
H12 3.8010 1.7384 0.5246
C6 0.6899 -1.1058 -1.6409
N1 3.1350 -0.7042 0.7444
H13 2.1785 2.2104 1.0915
N2 -1.8016 -0.1328 -0.1596
C7 -2.3096 -1.3079 0.5004
H14 2.7628 -1.6540 0.7254

Summary:
Highest occupied orbital energy ... -7.68 eV

b) Computed, not measured: 2 unconnected molecules or ions with the total composition C7H14N2, with wB97M-V/def2-TZVPD.

Geometry (Å):
H1 -0.4788 -4.8793 -0.3803
H2 -0.9115 1.3979 2.0697
H3 -0.8566 -0.4110 -2.2863
H4 -0.2585 -1.9819 0.6701
N1 0.1755 1.4964 -2.0238
H5 1.1363 -0.1726 1.6531
C1 0.4541 2.1968 -0.8693
C2 0.0167 -3.9132 -0.2919
H6 0.1770 -3.4601 -1.2562
C3 -0.5259 0.4016 -1.6688
N2 -0.7004 0.3560 -0.3705
H7 1.0455 -4.1055 0.0331
H8 -1.7488 -2.9591 0.6802
C4 1.1071 0.7507 2.2239
C5 0.0331 1.6827 1.6167
H9 0.8792 0.5696 3.2756
H10 2.0873 1.2307 2.2204
H11 1.0995 3.0516 -0.9372
C6 -0.6547 -2.9940 0.6835
C7 -0.0735 1.4599 0.1481
H12 0.2891 1.8474 -2.9588
H13 -0.5245 -3.2862 1.7152
H14 0.1777 2.7315 1.8657

Summary:
Highest occupied orbital energy ... -8.66 eV
SMILES ... CCc1c[nH]cn1.CC

Stability check: which of them is least stable? a).

a) Computed, not measured: 2 unconnected molecules or ions with the total composition C7H14N2, with wB97M-V/def2-TZVPD.

Geometry (Å):
H1 -1.4132 -1.7274 2.4088
H2 -1.3349 0.0066 2.7346
H3 0.1581 -0.8995 2.4595
H4 0.7637 2.5346 -0.8264
C1 -0.4670 -1.4497 -0.3013
C2 -1.0027 -0.5016 0.6861
H5 -0.0463 -1.7907 -2.1549
H6 0.2391 -2.7426 1.1549
H7 0.3543 0.8861 -1.5459
H8 0.5636 -3.2100 -0.4520
H9 3.0223 1.6387 -0.2096
N1 0.0256 -2.6385 0.1791
C3 1.1496 1.6397 -1.3109
H10 1.5877 1.9430 -2.2620
H11 1.7426 0.6480 0.5058
N2 -0.4366 -1.0930 -1.5269
H12 -3.2860 1.6031 -0.2524
H13 -1.7549 2.6133 -0.2829
C4 2.1925 0.9682 -0.4308
H14 2.5891 0.0861 -0.9253
C5 -1.5358 0.6252 0.2738
C6 -2.2219 1.6626 -0.0806
C7 -0.8889 -0.8019 2.1594

Summary:
Highest occupied orbital energy ... -8.84 eV
SMILES ... [H]/N=C(\N)C(C)=C=C.CC

b) Computed, not measured: C7H14N2 in the gas phase, with wB97M-V/def2-TZVPD.

Geometry (Å):
N1 -0.3315 1.8016 0.5696
H1 -1.2871 0.7731 2.1823
C1 -1.4293 0.1611 -1.9117
H2 1.4154 -1.5964 1.2993
H3 2.1224 1.5549 -0.6430
H4 -0.4723 -0.0922 -2.3699
C2 -0.3361 0.8600 1.6760
C3 2.2253 0.6246 -0.0787
C4 -2.2894 -0.9335 0.1479
H5 0.5263 0.8032 2.3303
H6 -2.2294 -1.1747 1.1949
C5 -0.2022 0.4011 0.2643
H7 0.3024 -2.1077 0.0015
C6 -1.3863 -0.1801 -0.4570
N2 1.0280 -0.1686 -0.2432
H8 -3.1338 -1.3378 -0.3865
H9 2.0278 -1.9895 -0.3167
H10 -1.5803 1.2366 -2.0231
C7 1.2060 -1.5352 0.2262
H11 3.0639 0.0693 -0.5043
H12 2.4722 0.8580 0.9730
H13 0.5210 2.3444 0.4862
H14 -2.2329 -0.3723 -2.4173

Summary:
Highest occupied orbital energy ... -8.50 eV
SMILES ... C=C(C)[C@]1(N(C)C)CN1

Stability check: which of them is least stable? b).